Entry A
Entry from the OMol25 dataset: 2 unconnected molecules or ions with the total composition CH4FP (ωB97M-V/def2-TZVPD).

Orbital gap, hartree: 0.32893
Lowest unoccupied orbital energy, eV: -0.32
Molar mass, g mol⁻¹: 66.02

Each line ends with the natural charge from an NBO analysis.
Geometry (Å):
C  -0.051  -0.266  -0.693  -0.999
F  -0.440  1.600  0.929  -0.599
P  -0.799  0.007  0.963  1.065
H  -0.767  0.061  -1.339  0.223
H  0.251  -1.276  -1.059  0.249
H  0.746  0.327  -0.856  0.238
H  1.061  -0.454  2.056  -0.177



Entry B
Entry from the OMol25 dataset: 2 unconnected molecules or ions with the total composition CH4FP (ωB97M-V/def2-TZVPD).

Orbital gap (spin up / spin down), hartree: 0.18302 / 0.18200
Lowest unoccupied orbital energy (spin up / spin down), eV: -3.95 / -3.96
Molar mass, g mol⁻¹: 66.02

Each line ends with the natural charge from an NBO analysis.
Geometry (Å):
C  0.058  -0.753  -0.380  -1.057
F  -1.034  1.401  1.780  -0.782
P  1.331  0.538  -0.344  0.871
H  -0.747  -0.383  -0.976  0.288
H  -0.389  -0.882  0.641  0.354
H  0.307  -1.597  -0.920  0.240
H  0.474  1.676  0.199  0.086



Most stable one: entry A, least stable one: entry B.



Entry A
Entry from the OMol25 dataset: 2 unconnected molecules or ions with the total composition CH2N4O2 (ωB97M-V/def2-TZVPD).

Orbital gap (spin up / spin down), hartree: 0.29444 / 0.29443
Lowest unoccupied orbital energy (spin up / spin down), eV: -0.08 / -0.08
Molar mass, g mol⁻¹: 102.05

Each line ends with the natural charge from an NBO analysis.
Geometry (Å):
C  -0.067  0.432  -0.334  0.633
N  -0.709  -0.681  -0.720  -0.151
N  0.797  -0.830  1.417  -0.142
N  -0.970  -1.707  -0.230  0.038
N  0.190  -1.792  1.381  -0.044
O  0.867  1.098  -1.101  -0.662
O  -0.872  1.220  0.366  -0.673
H  1.072  0.554  -1.826  0.490
H  -0.308  1.706  1.046  0.511



Entry B
Entry from the OMol25 dataset: a single CH2N4O2 molecule (ωB97M-V/def2-TZVPD).

Orbital gap, hartree: 0.32053
Lowest unoccupied orbital energy, eV: -0.22
Molar mass, g mol⁻¹: 102.05

Each line ends with the natural charge from an NBO analysis.
Geometry (Å):
C  -0.266  -0.025  0.299  0.500
H  -0.174  -1.882  2.635  0.483
H  -0.181  2.024  -1.926  0.401
N  -0.562  -0.464  1.512  -0.185
N  0.936  -0.217  -0.339  -0.224
N  0.950  0.387  -1.409  0.057
N  -0.194  1.015  -1.642  -0.151
O  0.256  -1.584  1.752  -0.545
O  -1.001  0.954  -0.422  -0.335



Most stable one: entry A, least stable one: entry B.



Entry A
Entry from the OMol25 dataset: 2 unconnected molecules or ions with the total composition F2O2S (ωB97M-V/def2-TZVPD).

Orbital gap (spin up / spin down), hartree: 0.21139 / 0.21029
Lowest unoccupied orbital energy (spin up / spin down), eV: -5.95 / -5.96
Molar mass, g mol⁻¹: 102.06

Each line ends with the natural charge from an NBO analysis.
Geometry (Å):
O  0.647  -0.648  1.243  -0.718
O  0.816  -0.394  -1.321  -0.692
F  0.852  1.474  0.196  -0.420
F  -2.619  -0.432  -0.147  -0.413
S  0.304  0.002  0.028  2.244



Entry B
Entry from the OMol25 dataset: a single F2O2S molecule (ωB97M-V/def2-TZVPD).

Orbital gap, hartree: 0.43247
Lowest unoccupied orbital energy, eV: 0.00
Molar mass, g mol⁻¹: 102.06

Each line ends with the natural charge from an NBO analysis.
Geometry (Å):
O  -1.683  -0.739  -0.220  -0.822
O  0.387  0.872  -0.717  -0.304
F  1.683  0.915  -0.529  -0.107
F  -0.140  -0.348  1.532  -0.494
S  -0.246  -0.701  -0.067  1.728



Most stable one: entry B, least stable one: entry A.



Entry A
Entry from the OMol25 dataset: a molecular structure, C2H4O2 (ωB97M-V/def2-TZVPD).

Orbital gap, hartree: 0.42091
Lowest unoccupied orbital energy, eV: 0.69
Molar mass, g mol⁻¹: 60.05

Each line ends with the natural charge from an NBO analysis.
Geometry (Å):
C  -0.566  -0.884  -0.165  -0.216
C  0.808  1.163  0.171  0.655
H  -0.488  -0.779  -1.087  0.135
H  0.254  -1.589  0.404  0.209
H  -1.874  -1.208  0.124  0.216
H  0.951  0.863  -0.769  0.078
O  -0.372  0.560  0.403  -0.567
O  1.286  1.874  0.920  -0.509



Entry B
Entry from the OMol25 dataset: 2 unconnected molecules or ions with the total composition C2H4O2 (ωB97M-V/def2-TZVPD).

Orbital gap, hartree: 0.39805
Lowest unoccupied orbital energy, eV: 0.80
Molar mass, g mol⁻¹: 60.05

Each line ends with the natural charge from an NBO analysis.
Geometry (Å):
O  1.412  -0.156  0.722  -0.504
C  1.294  -1.221  0.184  0.275
H  1.558  -2.134  0.743  0.119
H  0.931  -1.258  -0.858  0.111
O  -1.960  0.354  0.307  -0.504
C  -1.312  1.223  -0.208  0.282
H  -0.392  0.894  -0.723  0.107
H  -1.530  2.298  -0.167  0.113



Entry C
Entry from the OMol25 dataset: a single C2H4O2 molecule (ωB97M-V/def2-TZVPD).

Orbital gap, hartree: 0.42971
Lowest unoccupied orbital energy, eV: 0.92
Molar mass, g mol⁻¹: 60.05

Each line ends with the natural charge from an NBO analysis.
Geometry (Å):
C  -1.009  -0.142  0.089  -0.261
O  0.286  -0.504  0.524  -0.564
C  1.369  0.215  0.011  0.654
O  1.558  1.398  -0.029  -0.525
H  -0.922  0.690  -0.613  0.187
H  -1.607  0.143  0.950  0.190
H  -1.481  -0.998  -0.419  0.185
H  1.781  -0.704  -0.387  0.134



Most stable one: entry C, least stable one: entry A.